{
  "formula": "C25H43BrCaN2P2",
  "method": "wB97M-V/def2-TZVPD",
  "charge": 2,
  "homo_energy_ev": -11.397,
  "spin_multiplicity": 1,
  "de_lowest_kcal_mol": 2.57,
  "lumo_ev": -6.9901,
  "symbols": ["N", "C", "C", "C", "C", "C", "C", "Ca", "P", "C", "C", "C", "C", "C", "C", "C", "Br", "H", "H", "H", "H", "H", "H", "H", "H", "H", "H", "P", "C", "C", "H", "H", "H", "H", "H", "C", "C", "H", "H", "H", "H", "H", "C", "C", "H", "H", "H", "H", "H", "C", "C", "H", "H", "H", "H", "H", "C", "C", "H", "H", "H", "H", "H", "C", "C", "H", "H", "H", "H", "H", "N", "H", "H", "H"],
  "positions_angstrom": [[2.78, 5.00, -9.39], [3.55, 3.96, -9.04], [3.24, 3.13, -7.96], [2.15, 3.47, -7.12], [1.42, 4.65, -7.43], [1.76, 5.35, -8.60], [1.81, 2.60, -5.99], [0.47, -0.90, -1.55], [-5.10, -2.80, 1.05], [0.67, 2.71, -5.25], [0.34, 2.14, -3.96], [-1.02, 2.07, -3.56], [-1.39, 1.63, -2.30], [-0.45, 1.61, -1.24], [0.93, 1.59, -1.68], [1.28, 1.63, -3.03], [-1.45, -0.88, 0.31], [2.51, 1.78, -5.83], [-0.13, 3.29, -5.72], [3.79, 2.20, -7.80], [0.60, 5.01, -6.80], [4.43, 3.75, -9.65], [1.17, 6.22, -8.91], [-1.81, 2.35, -4.27], [2.30, 1.39, -3.35], [-2.45, 1.44, -2.12], [1.74, 1.58, -0.92], [-0.65, 2.20, 0.52], [-4.00, -3.40, -0.30], [-4.64, -4.51, -1.14], [-3.10, -3.77, 0.20], [-3.74, -2.54, -0.92], [-3.85, -5.00, -1.73], [-5.13, -5.27, -0.52], [-5.39, -4.13, -1.84], [-5.66, -1.17, 0.38], [-6.98, -0.67, 0.97], [-5.77, -1.36, -0.70], [-4.83, -0.47, 0.56], [-7.33, 0.16, 0.34], [-7.76, -1.44, 0.98], [-6.87, -0.28, 1.99], [-4.04, -2.25, 2.45], [-3.76, -3.30, 3.52], [-4.53, -1.38, 2.92], [-3.11, -1.93, 1.97], [-3.05, -2.89, 4.25], [-4.67, -3.58, 4.07], [-3.33, -4.22, 3.11], [-0.27, 1.95, 2.34], [0.13, 3.21, 3.14], [0.50, 1.18, 2.48], [-1.18, 1.54, 2.82], [1.19, 3.47, 2.97], [-0.47, 4.09, 2.87], [0.00, 3.06, 4.23], [-2.48, 2.20, 0.51], [-3.05, 3.38, -0.26], [-2.84, 2.10, 1.55], [-2.76, 1.24, 0.05], [-2.57, 4.32, 0.07], [-2.90, 3.27, -1.34], [-4.13, 3.45, -0.06], [0.05, 3.88, 0.21], [1.57, 4.04, 0.30], [-0.47, 4.59, 0.86], [-0.25, 4.16, -0.82], [1.88, 4.73, -0.49], [1.90, 4.45, 1.26], [2.10, 3.09, 0.14], [2.12, -0.76, 0.32], [2.08, -1.67, 0.79], [1.84, -0.07, 1.03], [3.13, -0.57, 0.17]],
  "mulliken_charge": [-0.53, -0.31, -0.51, 0.99, -0.48, -0.34, -0.27, 1.43, -0.13, -0.60, 0.86, -1.03, -1.08, 1.10, -1.30, -0.37, -0.46, 0.29, 0.32, 0.32, 0.32, 0.35, 0.36, 0.46, 0.42, 0.93, 0.09, 1.27, -0.11, -1.28, 0.34, 0.10, 0.36, 0.36, 0.31, 0.20, -1.23, 0.41, -0.37, 0.38, 0.35, 0.31, 0.44, -1.28, 0.36, -0.62, 0.36, 0.35, 0.32, -0.43, -1.15, 0.35, 0.51, 0.28, 0.31, 0.42, -0.50, -1.34, 0.55, -0.01, 0.30, 0.33, 0.44, -1.36, -1.15, 0.65, 0.62, 0.34, 0.44, 0.17, -0.70, 0.36, 0.09, 0.29]
}

***

{
  "formula": "C35H85N2O12S2",
  "method": "wB97M-V/def2-TZVPD",
  "charge": -1,
  "homo_energy_ev": -6.032,
  "spin_multiplicity": 1,
  "de_lowest_kcal_mol": 0.00,
  "lumo_ev": 1.9826,
  "symbols": ["C", "C", "C", "C", "C", "C", "C", "C", "C", "C", "C", "C", "C", "C", "S", "O", "O", "N", "S", "O", "O", "C", "C", "C", "C", "N", "C", "C", "C", "O", "H", "H", "H", "H", "H", "H", "H", "H", "H", "H", "H", "H", "H", "H", "H", "H", "H", "H", "H", "H", "H", "H", "H", "H", "H", "H", "H", "H", "H", "H", "H", "H", "H", "H", "H", "H", "H", "H", "H", "H", "H", "H", "H", "C", "C", "O", "H", "H", "H", "H", "H", "H", "C", "C", "O", "H", "H", "H", "H", "H", "H", "C", "C", "O", "H", "H", "H", "H", "H", "H", "C", "C", "O", "H", "H", "H", "H", "H", "H", "C", "C", "O", "H", "H", "H", "H", "H", "H", "C", "C", "O", "H", "H", "H", "H", "H", "H", "C", "C", "O", "H", "H", "H", "H", "H", "H"],
  "positions_angstrom": [[-4.56, 6.13, -2.94], [-3.86, 5.16, -1.99], [-4.73, 4.85, -0.76], [-4.63, 3.40, -0.26], [-4.68, 3.30, 1.27], [-3.41, 3.78, 2.00], [-2.08, 3.62, 1.29], [-1.62, 2.19, 0.91], [-2.17, 1.04, 1.77], [-3.17, 0.16, 1.03], [-3.76, -0.98, 1.86], [-2.75, -2.09, 2.16], [-2.57, -3.10, 1.01], [-1.19, -3.03, 0.35], [-0.68, -4.61, -0.30], [-0.01, -5.30, 0.80], [-1.88, -5.26, -0.80], [0.26, -4.31, -1.54], [1.54, -3.38, -1.31], [1.92, -3.27, 0.09], [1.41, -2.13, -2.02], [2.81, -4.28, -2.15], [4.04, -3.39, -2.42], [4.40, -3.27, -3.89], [5.78, -2.64, -4.07], [5.73, -1.19, -3.81], [5.77, -0.37, -5.02], [6.81, -0.82, -2.93], [6.36, -0.16, -1.67], [7.97, -1.08, -3.17], [-5.44, 5.63, -3.36], [-4.90, 7.01, -2.40], [-3.91, 6.44, -3.76], [-2.90, 5.58, -1.67], [-3.69, 4.22, -2.52], [-5.77, 5.06, -1.04], [-4.49, 5.54, 0.06], [-5.49, 2.85, -0.65], [-3.76, 2.91, -0.68], [-5.50, 3.96, 1.59], [-4.95, 2.30, 1.60], [-3.40, 3.32, 2.99], [-3.54, 4.86, 2.19], [-2.12, 4.22, 0.37], [-1.29, 4.07, 1.90], [-1.82, 1.97, -0.14], [-0.53, 2.18, 0.99], [-2.57, 1.40, 2.72], [-1.32, 0.39, 2.03], [-2.65, -0.29, 0.18], [-3.98, 0.75, 0.59], [-4.25, -0.62, 2.77], [-4.54, -1.44, 1.23], [-3.12, -2.65, 3.03], [-1.79, -1.68, 2.46], [-2.73, -4.11, 1.38], [-3.33, -2.93, 0.24], [-1.20, -2.36, -0.52], [-0.42, -2.68, 1.03], [3.06, -5.16, -1.58], [2.36, -4.61, -3.09], [3.86, -2.39, -2.01], [4.89, -3.82, -1.89], [4.40, -4.27, -4.35], [3.65, -2.68, -4.41], [6.46, -3.10, -3.35], [6.18, -2.85, -5.06], [6.45, 0.47, -4.91], [6.10, -0.93, -5.90], [4.78, 0.05, -5.25], [5.45, 0.41, -1.86], [7.16, 0.46, -1.28], [6.08, -0.96, -0.97], [2.76, -4.44, 2.80], [2.76, -4.31, 4.31], [1.79, -3.37, 4.77], [2.97, -3.48, 2.33], [3.52, -5.15, 2.47], [1.80, -4.78, 2.43], [3.71, -3.95, 4.69], [2.56, -5.29, 4.77], [0.93, -3.66, 4.44], [0.74, -8.32, -0.56], [1.95, -7.99, 0.29], [2.46, -6.69, 0.05], [0.98, -8.23, -1.62], [0.39, -9.34, -0.37], [-0.08, -7.64, -0.35], [2.77, -8.68, 0.06], [1.71, -8.10, 1.35], [1.76, -6.05, 0.28], [-2.65, 8.79, 1.03], [-2.02, 7.82, 0.04], [-2.55, 7.96, -1.27], [-3.73, 8.63, 1.06], [-2.25, 8.64, 2.03], [-2.47, 9.82, 0.73], [-2.21, 6.79, 0.34], [-0.93, 7.97, 0.02], [-2.38, 8.86, -1.57], [-8.38, -1.24, -0.83], [-7.02, -1.03, -0.20], [-6.50, 0.27, -0.46], [-8.32, -1.09, -1.91], [-8.74, -2.25, -0.64], [-9.11, -0.53, -0.44], [-6.29, -1.73, -0.60], [-7.07, -1.19, 0.88], [-7.11, 0.92, -0.09], [7.58, 3.61, -5.74], [7.26, 3.77, -4.27], [6.18, 4.69, -4.06], [7.82, 4.58, -6.18], [8.42, 2.93, -5.89], [6.72, 3.21, -6.28], [8.11, 4.19, -3.73], [7.01, 2.81, -3.81], [5.41, 4.34, -4.50], [-5.20, 2.97, 7.06], [-5.30, 3.15, 5.55], [-4.48, 2.23, 4.84], [-4.17, 3.09, 7.38], [-5.82, 3.70, 7.58], [-5.53, 1.97, 7.35], [-4.96, 4.14, 5.26], [-6.34, 3.04, 5.23], [-4.76, 1.34, 5.06], [6.52, -2.86, 2.76], [5.60, -2.05, 1.86], [5.62, -2.52, 0.51], [7.54, -2.83, 2.38], [6.51, -2.47, 3.78], [6.20, -3.91, 2.79], [5.93, -1.01, 1.82], [4.58, -2.07, 2.24], [5.31, -3.43, 0.50]],
  "mulliken_charge": [-1.68, -0.14, -0.80, -0.13, -0.95, -0.76, -0.40, -1.47, -0.07, 0.50, -0.57, -1.08, -0.21, -1.34, 1.27, -0.77, -0.76, -0.63, 1.05, -0.58, -0.66, -0.78, -0.12, -0.85, -0.97, 0.33, -0.96, 0.56, -0.57, -0.61, 0.48, 0.30, 0.38, 0.16, 0.41, 0.53, 0.14, 0.47, 0.00, 0.63, 0.14, 0.43, 0.53, -0.15, 0.55, 0.47, 0.51, 0.12, 0.51, -0.05, -0.13, 0.25, -0.17, 0.40, 0.46, 0.60, 0.17, 0.37, 0.53, 0.31, 0.54, 0.21, 0.18, 0.42, 0.24, 0.51, 0.34, 0.26, 0.32, 0.27, 0.35, 0.43, -0.33, -0.22, -0.52, -0.54, -0.07, 0.30, 0.23, 0.31, 0.29, 0.31, -0.91, -0.22, -0.46, 0.23, 0.40, 0.17, 0.31, 0.26, 0.13, -1.20, 0.26, -0.47, 0.29, 0.34, 0.38, -0.16, 0.31, 0.28, -1.31, -0.16, -0.37, 0.30, 0.37, 0.37, 0.26, 0.29, 0.23, -1.06, 0.13, -0.53, 0.32, 0.32, 0.30, 0.29, -0.04, 0.30, -1.20, -0.23, -0.40, 0.30, 0.36, 0.34, 0.28, 0.31, 0.25, -1.21, -0.14, -0.40, 0.36, 0.35, 0.29, 0.38, 0.16, 0.21]
}

***

{
  "formula": "C2H3CoO2",
  "method": "wB97M-V/def2-TZVPD",
  "charge": 3,
  "homo_energy_ev": [-27.040, -28.869],
  "spin_multiplicity": 6,
  "de_lowest_kcal_mol": 0.00,
  "lumo_ev": [-16.5425, -20.4993],
  "symbols": ["C", "C", "O", "O", "H", "H", "Co", "H"],
  "positions_angstrom": [[0.78, -0.05, -0.09], [-0.57, 0.22, 0.27], [-1.54, -0.56, 0.02], [1.65, 0.90, -0.11], [-0.80, 1.30, 0.36], [2.01, 1.09, -0.99], [-2.27, -2.08, -0.30], [0.74, -0.80, 0.85]],
  "nbo_charge": [0.25, 0.40, -0.67, -0.21, 0.33, 0.61, 1.85, 0.43]
}

***

{
  "formula": "C28H27CoINO2P",
  "method": "wB97M-V/def2-TZVPD",
  "charge": 1,
  "homo_energy_ev": [-11.366, -11.365],
  "spin_multiplicity": 1,
  "de_lowest_kcal_mol": 6.96,
  "lumo_ev": [-4.9412, -4.8567],
  "symbols": ["Co", "N", "C", "C", "C", "C", "C", "C", "P", "C", "C", "C", "C", "C", "C", "C", "C", "C", "C", "C", "C", "H", "H", "H", "H", "H", "H", "H", "H", "H", "H", "H", "H", "H", "H", "H", "H", "I", "C", "C", "C", "C", "C", "C", "C", "C", "C", "C", "O", "O", "H", "H", "H", "H", "H", "H", "H", "H", "H", "H", "H"],
  "positions_angstrom": [[0.10, -1.26, 2.36], [-0.99, -2.65, 1.57], [-0.29, -3.53, 0.68], [-0.71, -4.83, 0.43], [0.00, -5.61, -0.45], [1.14, -5.12, -1.09], [1.57, -3.83, -0.83], [0.85, -3.03, 0.06], [1.36, -1.38, 0.55], [3.16, -1.27, 0.48], [3.70, -0.78, -0.72], [5.07, -0.76, -0.89], [5.91, -1.22, 0.11], [5.38, -1.70, 1.30], [4.00, -1.73, 1.48], [0.73, -0.16, -0.60], [-0.18, -0.51, -1.59], [-0.68, 0.48, -2.43], [-0.29, 1.80, -2.27], [0.62, 2.14, -1.28], [1.14, 1.17, -0.44], [-1.68, -2.03, 1.05], [-1.52, -3.18, 2.26], [-1.60, -5.21, 0.92], [-0.33, -6.62, -0.65], [1.69, -5.75, -1.77], [2.47, -3.45, -1.29], [3.05, -0.41, -1.50], [5.48, -0.38, -1.82], [6.98, -1.19, -0.03], [6.03, -2.06, 2.08], [3.60, -2.12, 2.40], [-0.50, -1.53, -1.71], [-1.39, 0.21, -3.20], [-0.69, 2.56, -2.92], [0.93, 3.17, -1.15], [1.85, 1.43, 0.33], [1.48, -1.68, 4.30], [-3.18, 5.63, -0.74], [-2.87, 4.24, -0.26], [-3.41, 3.13, -0.88], [-3.12, 1.83, -0.47], [-3.79, 0.73, -1.24], [-2.24, 1.64, 0.62], [-1.71, 2.77, 1.30], [-0.84, 2.72, 2.52], [-2.04, 4.04, 0.83], [-1.83, 0.27, 0.99], [-2.23, -0.75, 0.42], [-0.93, 0.16, 1.94], [-4.00, 5.63, -1.45], [-2.31, 6.06, -1.24], [-3.44, 6.28, 0.09], [-4.09, 3.27, -1.72], [-4.47, 1.17, -1.97], [-4.37, 0.08, -0.59], [-3.08, 0.09, -1.76], [-1.28, 2.12, 3.31], [-0.70, 3.73, 2.90], [0.14, 2.29, 2.31], [-1.64, 4.90, 1.35]],
  "nbo_charge": [0.95, -0.82, 0.17, -0.22, -0.15, -0.20, -0.15, -0.44, 1.29, -0.45, -0.12, -0.22, -0.16, -0.20, -0.16, -0.47, -0.11, -0.22, -0.16, -0.19, -0.18, 0.46, 0.41, 0.23, 0.24, 0.24, 0.24, 0.22, 0.23, 0.23, 0.23, 0.24, 0.22, 0.23, 0.23, 0.23, 0.23, -0.36, -0.64, 0.05, -0.24, 0.07, -0.63, -0.18, 0.06, -0.62, -0.24, 0.81, -0.68, -0.76, 0.22, 0.23, 0.23, 0.21, 0.21, 0.24, 0.22, 0.23, 0.22, 0.22, 0.21]
}

***

{
  "formula": "C4H5NO",
  "method": "wB97M-V/def2-TZVPD",
  "homo_energy_ev": -7.915,
  "spin_multiplicity": 1,
  "de_lowest_kcal_mol": 120.37,
  "lumo_ev": 0.4667,
  "symbols": ["C", "N", "C", "O", "C", "C", "H", "H", "H", "H", "H"],
  "positions_angstrom": [[0.51, 0.08, -0.61], [-0.41, -0.80, 0.09], [0.99, -0.02, -1.84], [0.44, 1.13, 0.23], [-0.49, 0.52, 1.21], [-1.00, 0.55, 2.34], [0.01, -1.57, 0.62], [-1.24, -1.09, -0.41], [0.83, -0.90, -2.43], [1.58, 0.78, -2.24], [-1.22, 1.34, 3.03]],
  "nbo_charge": [0.44, -0.69, -0.52, -0.48, 0.23, -0.51, 0.43, 0.42, 0.22, 0.23, 0.22]
}

***

{
  "formula": "C34H35CeCl4N4O3",
  "method": "wB97M-V/def2-TZVPD",
  "charge": -1,
  "homo_energy_ev": -1.911,
  "spin_multiplicity": 1,
  "de_lowest_kcal_mol": 69.83,
  "lumo_ev": 1.6107,
  "symbols": ["Ce", "C", "C", "C", "C", "C", "H", "H", "H", "H", "H", "Cl", "C", "C", "C", "C", "C", "Cl", "C", "N", "C", "C", "C", "C", "C", "C", "C", "C", "O", "O", "H", "H", "H", "H", "H", "H", "H", "H", "H", "H", "C", "C", "C", "C", "N", "N", "C", "H", "H", "H", "H", "H", "H", "H", "H", "Cl", "C", "C", "C", "C", "C", "Cl", "C", "N", "H", "H", "H", "C", "C", "C", "C", "O", "H", "H", "H", "H", "H", "H", "H", "H", "H"],
  "positions_angstrom": [[1.57, 0.91, 1.04], [1.12, -1.98, -5.07], [2.40, -1.60, -4.59], [2.90, -2.61, -3.78], [1.93, -3.68, -3.81], [0.86, -3.27, -4.65], [0.52, -1.48, -5.83], [2.86, -0.67, -4.85], [3.83, -2.69, -3.26], [2.06, -4.66, -3.34], [0.03, -3.96, -4.99], [-5.03, 2.41, 0.47], [-5.55, 0.85, -0.02], [-6.84, 0.40, 0.30], [-7.28, -0.87, -0.23], [-6.38, -1.63, -0.97], [-5.08, -1.19, -1.22], [-3.99, -2.26, -2.10], [-4.69, 0.11, -0.86], [-3.48, 0.72, -1.22], [-3.10, 0.92, -2.52], [-4.00, 0.58, -3.55], [-3.52, 0.38, -4.85], [-2.16, 0.43, -5.06], [-1.31, 0.96, -4.10], [-1.79, 1.37, -2.86], [-1.02, 2.24, -1.93], [-0.21, 1.53, -0.90], [1.01, 1.21, -1.21], [-0.63, 1.43, 0.31], [-7.42, 1.07, 0.93], [-8.31, -1.16, 0.00], [-6.69, -2.64, -1.30], [-3.07, 1.37, -0.52], [-5.05, 0.59, -3.18], [-4.26, 0.26, -5.65], [-1.74, 0.05, -5.96], [-0.27, 1.13, -4.31], [-1.72, 2.93, -1.38], [-0.34, 2.93, -2.51], [-0.88, -3.26, 4.65], [-0.68, -1.83, 4.26], [-1.63, -0.83, 4.24], [-1.07, 0.28, 3.52], [0.15, -0.08, 2.99], [0.38, -1.35, 3.50], [-1.65, 1.64, 3.38], [-1.87, -3.40, 5.12], [-0.11, -3.59, 5.37], [-0.83, -3.96, 3.85], [-2.59, -0.86, 4.73], [1.23, -1.92, 3.20], [-1.69, 1.88, 2.27], [-1.16, 2.42, 4.00], [-2.72, 1.62, 3.75], [1.41, -4.21, 0.43], [2.86, -3.47, 0.97], [3.91, -4.23, 1.46], [5.21, -3.70, 1.69], [5.38, -2.30, 1.64], [4.44, -1.55, 1.08], [4.60, 0.19, 0.88], [3.07, -2.02, 0.78], [2.12, -1.19, 0.62], [3.78, -5.31, 1.45], [6.02, -4.34, 2.04], [6.29, -1.87, 2.04], [2.62, 4.95, 1.37], [3.46, 3.75, 1.74], [4.74, 3.69, 0.94], [3.49, 3.71, 3.23], [2.68, 2.59, 1.34], [3.01, 5.91, 1.81], [1.59, 4.77, 1.73], [2.59, 5.09, 0.27], [5.34, 4.60, 1.21], [4.52, 3.72, -0.14], [5.36, 2.81, 1.19], [4.16, 4.55, 3.65], [3.81, 2.73, 3.67], [2.47, 3.92, 3.58]],
  "mulliken_charge": [0.69, -0.16, -1.00, -0.57, -0.47, -0.75, 0.48, 0.41, 0.47, 0.40, 0.29, -0.23, 0.59, -0.52, -0.57, -0.33, 0.70, -0.15, -0.94, 0.32, 0.24, -0.26, -0.70, -0.71, -0.32, 0.53, -1.48, 1.27, -0.65, -0.66, 0.39, 0.34, 0.38, -0.05, 0.49, 0.39, 0.39, 0.37, 0.35, 0.43, -1.22, 0.57, -0.96, 0.55, 0.00, 0.08, -0.88, 0.31, 0.33, 0.32, 0.31, 0.18, 0.11, 0.25, 0.30, -0.20, 0.39, -0.41, -0.54, -0.50, 0.12, -0.22, 0.08, -0.39, 0.33, 0.32, 0.35, -1.52, 1.64, -1.60, -1.51, -0.06, 0.38, 0.34, 0.33, 0.40, 0.37, 0.29, 0.35, 0.27, 0.36]
}

***

{
  "formula": "C6H8FN",
  "method": "wB97M-V/def2-TZVPD",
  "homo_energy_ev": -8.436,
  "smiles": "FC1=CCN[C@@H]2C[C@@H]12",
  "spin_multiplicity": 1,
  "de_lowest_kcal_mol": 75.29,
  "lumo_ev": 1.0416,
  "symbols": ["C", "C", "C", "C", "C", "C", "H", "H", "H", "H", "H", "H", "H", "H", "N", "F"],
  "positions_angstrom": [[0.83, 0.00, 1.23], [0.14, 1.19, 1.12], [-0.93, 1.47, 0.06], [0.10, -0.36, -0.96], [0.65, -1.72, -1.04], [0.42, -1.04, 0.31], [0.32, 2.00, 1.85], [-1.89, 1.77, 0.50], [-0.60, 2.33, -0.54], [-1.94, -0.19, -0.66], [0.94, 0.33, -1.22], [0.11, -2.68, -1.22], [1.67, -1.70, -1.42], [-0.44, -1.59, 0.76], [-1.15, 0.35, -0.93], [1.77, -0.17, 2.15]],
  "nbo_charge": [0.42, -0.31, -0.25, -0.04, -0.36, -0.38, 0.22, 0.21, 0.20, 0.36, 0.20, 0.23, 0.22, 0.21, -0.61, -0.32]
}

***

{
  "formula": "C5H7N",
  "method": "wB97M-V/def2-TZVPD",
  "homo_energy_ev": -8.744,
  "smiles": "C#C[C@@H]1N[C@@H]1C",
  "spin_multiplicity": 1,
  "de_lowest_kcal_mol": 115.72,
  "lumo_ev": 1.0194,
  "symbols": ["C", "C", "N", "C", "C", "C", "H", "H", "H", "H", "H", "H", "H"],
  "positions_angstrom": [[0.21, -1.63, 0.71], [0.44, -0.83, -0.54], [-0.68, -0.34, -1.39], [0.08, 0.58, -0.63], [-0.14, 1.71, 0.11], [-0.47, 2.58, 0.88], [-0.62, -1.21, 1.28], [-0.03, -2.66, 0.46], [1.09, -1.63, 1.35], [1.29, -1.16, -1.14], [-1.61, -0.52, -1.00], [0.78, 1.52, -1.17], [-0.34, 3.61, 1.07]],
  "nbo_charge": [-0.63, -0.05, -0.56, -0.11, -0.08, -0.26, 0.22, 0.22, 0.23, 0.21, 0.36, 0.24, 0.22]
}